The following is a DFT calculation (ωB97M-V/def2-TZVPD) of an isolated ion of composition C9H8NO and charge -1.

Structure (XYZ):
```
19
Properties=species:S:1:pos:R:3:lowdin_charge:R:1
C 2.0074 -0.7075 0.2238 -0.15
C 2.2579 0.5857 0.1942 -0.19
C 0.7073 -1.2473 0.1537 -0.01
C 1.2837 1.5248 0.1068 -0.07
C -0.3465 -0.3539 0.1185 -0.16
C -0.0097 0.9917 0.0237 -0.23
C -1.7672 -0.5871 0.1785 -0.44
C -2.2000 -1.8856 0.1116 -0.02
C -1.1344 1.9804 0.0380 0.03
N -2.4448 0.5032 0.3887 -0.17
O -3.6418 0.7245 -0.0635 -0.26
H 2.8467 -1.3295 0.5340 0.09
H 3.4052 0.8877 0.3086 0.13
H 0.4257 -2.2632 0.4981 0.10
H 1.3565 2.6195 0.0331 0.11
H -3.3242 -2.1254 0.0590 0.05
H -1.4570 -2.6468 0.4044 0.00
H -1.1062 2.4438 1.0803 0.10
H -1.6463 2.4985 -0.8110 0.09
```

Computed properties:
net charge: -1
orbital gap: 0.1999 Ha
E: -12995.9030 eV
lowest unoccupied orbital energy: 3.58 eV